No. 1
{"formula": "C10H21FNO4S", "method": "the ωB97M-V functional and the def2-TZVPD basis", "homo_energy_ev": -13.09, "charge": 1, "species": ["H", "H", "O", "C", "C", "C", "C", "H", "H", "H", "H", "H", "H", "H", "N", "H", "C", "F", "H", "H", "C", "H", "H", "H", "O", "O", "H", "C", "O", "C", "H", "H", "C", "C", "H", "H", "S", "H"], "positions_angstrom": [[-0.16695, -1.32866, 4.03249], [0.58724, -0.64273, -5.05939], [-0.97210, -1.40557, 4.58326], [0.30008, 1.46056, -0.89771], [1.41769, -0.67033, -0.60350], [1.94705, 0.75583, -2.58981], [0.93712, -0.13346, 0.74319], [0.43444, -2.42729, -2.57101], [-1.06758, -0.57292, -1.72361], [0.56670, -0.93033, 1.38562], [-0.23404, 1.64225, 1.19628], [-0.96961, -2.05064, -3.51974], [1.49418, 1.30634, -3.41188], [-3.12384, 1.82965, 5.35781], [0.85898, 0.26235, -1.68131], [2.60948, 1.40639, -2.02132], [-1.20899, 1.67326, 4.39489], [-0.02607, 1.53145, 5.06208], [1.76798, 0.34344, 1.26923], [0.67074, -2.40226, -5.12939], [-0.28590, -0.36866, -2.45766], [1.91417, -1.52773, -4.27785], [2.50437, -0.66385, -0.66948], [1.11093, 2.17343, -0.74719], [-1.28851, 2.23508, 3.39010], [-3.17453, 0.11328, 4.22387], [2.52464, -0.09094, -2.94497], [-0.14652, 0.87857, 0.42482], [-1.78294, -0.61687, 2.30524], [0.84573, -1.53728, -4.48915], [-2.12150, 0.52278, 6.03953], [1.05516, -1.67930, -0.77765], [-2.43841, 0.99516, 5.08102], [0.00568, -1.65907, -3.21736], [-1.11723, 0.39290, 0.32997], [-0.49867, 1.92704, -1.47237], [-2.26826, -1.13827, 3.58313], [-0.66072, 0.39641, -3.14016]]}

---

No. 2
{"formula": "C10H21N2O8P2PtS", "method": "the ωB97M-V functional and the def2-TZVPD basis", "homo_energy_ev": -11.47, "charge": 1, "species": ["C", "C", "H", "Pt", "O", "H", "H", "N", "O", "H", "H", "P", "N", "O", "H", "H", "C", "H", "H", "H", "C", "O", "H", "H", "O", "C", "H", "O", "H", "H", "C", "C", "H", "H", "H", "H", "S", "C", "C", "O", "H", "H", "O", "P", "C"], "positions_angstrom": [[-2.19903, -2.51553, -5.59776], [-0.70875, -5.05315, -1.47352], [-1.07530, -5.94674, -1.97229], [0.04559, -0.35010, 0.01531], [-1.87184, -0.74651, -0.64947], [-3.78086, 0.38911, 3.67438], [-1.33706, -4.84737, -0.60350], [-0.02131, -2.80974, -1.96602], [-0.17308, -0.98225, 2.03093], [-3.01061, -1.79839, -5.46314], [-4.04938, 0.44601, -1.20165], [-3.09734, -0.85347, 0.23569], [-0.73189, -1.66199, -3.85611], [-4.28306, -0.03860, -0.39903], [4.96631, -0.91083, 1.51587], [0.30222, -5.21107, -1.10292], [-1.46654, -2.70431, -4.31592], [2.12982, 1.05512, 0.41759], [-1.12618, -1.55709, 4.72426], [-1.53301, -2.13264, -6.37159], [-0.05634, -1.69997, -2.67915], [-2.17543, 1.09896, 1.58665], [-2.62355, -3.45654, -5.93526], [-3.07633, -2.70585, 1.19895], [1.88279, 0.17995, 0.74046], [-1.49329, -3.83451, -3.54505], [4.52228, 0.74751, 1.13239], [-1.60783, -0.96059, 4.13387], [3.29785, -0.85704, -0.37327], [-4.73500, 0.63047, 2.19322], [-2.76060, -0.16740, 1.87370], [-4.03312, -0.03011, 2.70015], [-1.94117, 1.52913, 2.41866], [-4.50667, -0.99748, 2.86732], [-0.72297, -0.78545, -4.36193], [2.62050, -1.67293, 1.04791], [0.73898, -0.24219, -2.18171], [3.01809, -0.73320, 0.67325], [-0.73584, -3.86009, -2.36082], [-3.63108, -2.28973, 0.41813], [-2.07893, -4.68780, -3.85100], [3.81661, -0.05506, 2.55110], [-2.02727, -2.73956, 2.33882], [-1.53858, -1.34220, 2.59360], [4.14170, -0.19809, 1.52208]]}

---

No. 3
{"formula": "C10H21N3O", "method": "the ωB97M-V functional and the def2-TZVPD basis", "homo_energy_ev": -8.47, "charge": 0, "smiles": "C[C@H](CN1CCCCCC1)C(=O)NN", "species": ["H", "O", "C", "H", "H", "H", "C", "H", "N", "H", "H", "N", "H", "H", "H", "C", "H", "C", "C", "C", "H", "C", "C", "N", "H", "H", "C", "C", "H", "H", "H", "H", "H", "H", "H"], "positions_angstrom": [[1.73250, 0.45291, -1.79526], [-3.51539, 0.03354, 0.62765], [2.61097, -1.21325, -0.72785], [-3.22091, 2.53883, -1.35486], [0.31149, -1.89217, 0.58216], [4.48929, 1.14648, 0.96109], [3.58594, 0.90715, 0.39574], [-3.21664, -2.64256, -0.03741], [-2.04508, 1.04583, -0.75191], [2.35182, -0.12372, 1.85298], [2.53184, 1.60574, 2.12583], [0.50702, 0.08604, -0.17255], [2.32267, -1.79350, 0.15026], [4.53563, -1.01651, 0.16684], [0.30816, 1.40524, 1.39512], [3.85061, -0.37913, -0.39769], [-2.46521, -2.27383, 1.50796], [-0.23997, -0.94477, 0.52635], [2.39572, 0.84505, 1.35387], [-2.26647, -2.45221, 0.45418], [4.35723, -0.10908, -1.32705], [1.39389, -0.40638, -1.21034], [-1.59359, -1.23156, -0.16217], [-2.61764, 2.32659, -0.55897], [-1.05223, 1.04751, -0.98022], [-1.41128, -1.40574, -1.22726], [-2.49389, -0.01085, -0.03202], [1.06264, 1.14186, 0.64976], [-1.63465, -3.33202, 0.35480], [1.20299, 2.01882, 0.00632], [0.79067, -1.03899, -1.86852], [-3.22447, 2.25440, 0.26119], [2.88465, -1.93191, -1.50342], [3.41895, 1.73543, -0.29695], [-0.43719, -0.62181, 1.55099]]}

---

In order of appearance, electronic energy = -33936.2975 -62731.3023 -17228.2814 eV.
In order of appearance, energy above the lowest of the compared OMol25 structures with the same formula, charge and spin = 0.0 61.6 56.8 kJ/mol.
In order of appearance, gap between HOMO and LUMO = 10.788 8.048 9.313 eV.